A.
DFT (ωB97M-V/def2-TZVPD) results for a structure of composition C4H7NOS2.

Results
molecular weight	149.24	g mol⁻¹
frontier orbital gap	8.4	eV
HOMO level	-8.5	eV
LUMO level	-0.119	eV

```
! RIJCOSX wB97M-V def2-TZVPD def2/J DEFGRID3
* xyz 0 1
C -0.368 -0.343 1.068
H -0.067 4.296 2.557
H -0.581 -2.617 -1.724
H 1.477 -2.299 -2.644
N -0.106 2.290 1.722
H -0.537 4.135 0.445
S -0.879 -0.542 2.559
C 0.250 -1.900 -2.255
O 0.358 -0.894 -1.140
H 1.231 -1.692 0.537
H -0.586 -2.232 0.285
S 0.038 1.201 0.346
H -0.213 -1.587 -3.428
C 0.145 -1.409 0.118
C -0.162 3.593 1.553
*
```

B.
DFT (ωB97M-V/def2-TZVPD) results for an isolated molecule of C4H7NOS2.

Results
molecular weight	149.24	g mol⁻¹
frontier orbital gap	8.4	eV
HOMO level	-8.5	eV
SMILES	C=NSC(=S)COC
LUMO level	-0.037	eV

```
! RIJCOSX wB97M-V def2-TZVPD def2/J DEFGRID3
* xyz 0 1
H -3.408 0.020 -0.663
H -3.116 -0.339 1.052
S 1.191 2.501 -0.054
H 4.778 -0.734 0.003
H -3.028 -1.642 -0.184
C -1.039 0.926 0.005
C -2.824 -0.593 0.011
H -1.462 1.606 -0.765
N 2.864 -0.062 -0.006
H 3.437 -2.077 -0.092
O -1.445 -0.392 -0.194
C 3.714 -1.022 -0.038
S 1.230 -0.521 -0.035
H -1.361 1.280 0.996
C 0.469 1.049 -0.038
*
```

Winner for stability: B